Record 1
DFT (ωB97M-V/def2-TZVPD) results for 2 unconnected molecules or ions with the total composition C5H12N2O.

Orbital gap = 9.317 eV
LUMO = 0.230 eV
Charge = 0
Structure (SMILES) = C=NC(C)=O.CCN

Each line ends with the Mulliken charge.
Positions of all 20 atoms, in Å:
C1 0.0073 0.1644 -1.5257  0.324
C2 1.4120 -0.3982 -1.7435  -1.150
N1 -1.0810 -0.7435 -1.8286  -0.591
H1 -0.9171 -1.6408 -1.3783  0.228
H2 -1.1495 -0.9078 -2.8271  0.242
H3 -0.1326 1.0782 -2.1090  0.404
H4 -0.0392 0.3780 -0.4251  -0.320
H5 1.6038 -0.5722 -2.8000  0.380
H6 1.5215 -1.3325 -1.1954  0.255
H7 2.1510 0.2968 -1.3512  0.297
C3 -1.8816 0.2036 1.2991  -1.027
C4 -0.4237 -0.1168 1.4715  0.675
C5 1.4136 1.0111 2.3445  -0.296
N2 0.3835 1.0234 1.6254  -0.390
O1 0.0541 -1.2353 1.4015  -0.556
H8 -2.0344 1.2752 1.2154  0.304
H9 -2.2579 -0.2986 0.4103  0.314
H10 -2.4257 -0.1885 2.1559  0.364
H11 1.6873 0.1723 2.9902  0.261
H12 2.1084 1.8314 2.2700  0.282

Forces on the atoms, in the same order (eV/Å):
C 0.462 -0.120 1.058
C -0.291 0.141 -0.032
N -0.250 -0.260 -0.134
H -0.028 0.086 -0.096
H 0.012 -0.066 0.083
H -0.024 0.050 0.283
H -0.117 0.394 -1.727
H 0.122 -0.078 -0.106
H 0.013 -0.123 -0.001
H 0.174 0.098 -0.069
C 0.025 -0.170 0.123
C -0.016 -0.889 0.531
C 0.132 -0.562 0.102
N 0.249 0.555 -0.309
O -0.373 0.605 0.067
H -0.032 0.001 0.022
H 0.026 -0.002 -0.091
H -0.063 -0.008 0.108
H -0.112 -0.035 0.011
H 0.089 0.383 0.176

Record 2
DFT (ωB97M-V/def2-TZVPD) results for a molecular structure, C38H69N4O4PSbSi3Ti.

Spin multiplicity = 3
Orbital gap (alpha / beta) = 4.447 / 7.288 eV
LUMO (alpha / beta) = 2.413 / 2.412 eV
Charge = -1

Each line ends with the Löwdin spin population.
Positions of all 121 atoms, in Å:
Ti1 -1.1511 -1.4575 -0.0295  0.043
C1 -0.0250 -1.7307 3.1079  0.001
C2 -1.0118 -2.8198 2.8001  0.022
C3 -1.3382 -3.7307 3.7785  0.097
C4 -2.2406 -4.7773 3.4789  0.073
C5 -2.8159 -4.8186 2.2460  0.032
C6 -2.5005 -3.8270 1.2885  0.141
N1 -1.5427 -2.8660 1.5588  0.145
C7 -3.1027 -3.7430 0.0099  0.122
C8 -4.1922 -4.5263 -0.4418  0.162
C9 -4.6843 -4.3009 -1.7123  0.073
C10 -4.1133 -3.3541 -2.5490  0.173
C11 -3.0070 -2.6094 -2.0774  0.107
N2 -2.5472 -2.7937 -0.8035  0.155
C12 -2.2644 -1.6812 -2.8461  0.160
C13 -2.5969 -1.3651 -4.1869  0.037
C14 -1.7701 -0.5833 -4.9322  0.084
C15 -0.5928 -0.0819 -4.3321  0.109
C16 -0.3488 -0.3334 -2.9982  0.021
C17 0.8300 0.3519 -2.3700  0.000
N3 -1.1487 -1.1083 -2.2302  0.149
H1 0.9671 -2.0080 2.7512  0.000
H2 0.0257 -1.5742 4.1863  0.000
H3 -0.2994 -0.7914 2.6230  0.000
H4 -0.8827 -3.6453 4.7553  0.006
H5 -2.4708 -5.5329 4.2199  0.004
H6 -3.5129 -5.6024 1.9844  0.001
H7 -4.6443 -5.2598 0.2086  0.012
H8 -5.5292 -4.8817 -2.0659  0.000
H9 -4.4827 -3.2137 -3.5528  0.013
H10 -3.5093 -1.7590 -4.6104  0.002
H11 -2.0150 -0.3407 -5.9591  0.005
H12 0.0996 0.5423 -4.8818  0.007
H13 1.7288 0.1716 -2.9619  0.000
H14 1.0110 0.0102 -1.3595  0.000
H15 0.6596 1.4301 -2.3505  0.000
C18 3.9156 -0.2723 -0.0857  0.000
C19 3.8623 -1.1896 1.1280  0.000
C20 5.2628 -1.6770 1.4776  0.000
C21 3.2328 -0.4714 2.3111  0.000
O1 3.1183 -2.3991 0.8817  0.000
P1 1.7829 -2.6245 0.0299  0.001
O2 1.2589 -3.9631 0.3388  0.004
O3 0.8657 -1.4006 0.2545  0.004
O4 2.2402 -2.4504 -1.4993  0.001
C22 2.3359 -3.5126 -2.4806  0.000
C23 2.9049 -2.8289 -3.7160  0.001
C24 3.2787 -4.6024 -1.9874  0.000
C25 0.9426 -4.0575 -2.7742  0.001
H16 4.5641 0.5755 0.1492  0.000
H17 2.9261 0.1098 -0.3343  0.000
H18 4.3151 -0.7931 -0.9555  0.000
H19 5.9029 -0.8344 1.7459  0.000
H20 5.7032 -2.1984 0.6266  0.000
H21 5.2170 -2.3689 2.3192  0.000
H22 3.8409 0.3935 2.5854  0.000
H23 3.1735 -1.1389 3.1724  0.000
H24 2.2281 -0.1291 2.0594  0.000
H25 3.8850 -2.4002 -3.4968  0.000
H26 2.2372 -2.0300 -4.0412  0.001
H27 3.0101 -3.5481 -4.5301  0.000
H28 4.2575 -4.1773 -1.7534  0.000
H29 3.4033 -5.3581 -2.7662  0.000
H30 2.8783 -5.0755 -1.0924  0.000
H31 0.2785 -3.2421 -3.0708  0.000
H32 0.5277 -4.5406 -1.8910  0.000
H33 0.9930 -4.7821 -3.5902  0.000
C26 -3.6800 -0.4910 2.4052  0.001
C27 -3.4063 0.2100 1.0706  0.005
C28 -3.4410 1.7237 1.2906  0.000
C29 -4.4916 -0.1703 0.0590  0.001
N4 -2.1029 -0.1972 0.5767  0.021
H34 -4.6270 -0.1449 2.8300  0.000
H35 -2.8805 -0.2786 3.1188  0.000
H36 -3.7305 -1.5714 2.2706  0.001
H37 -4.3622 2.0187 1.8020  0.000
H38 -3.3920 2.2536 0.3426  0.000
H39 -2.5924 2.0373 1.8897  0.000
H40 -5.4622 0.2289 0.3706  0.000
H41 -4.5746 -1.2541 -0.0308  -0.001
H42 -4.2459 0.2307 -0.9260  0.001
C30 2.1244 5.7173 -0.1093  0.000
Si1 2.4327 3.8549 -0.0009  0.000
C31 3.1453 3.2639 -1.6403  0.000
C32 3.8210 3.6401 1.2589  0.000
Sb1 0.4178 2.3234 0.5389  0.001
Si2 -1.1137 3.5525 -1.1476  0.000
C33 -2.3302 2.4027 -2.0076  0.000
C34 -0.0913 4.2179 -2.5884  0.000
C35 -2.0082 4.9924 -0.3293  0.000
Si3 0.1909 3.2711 2.9282  0.000
C36 -1.3531 2.8479 3.9132  0.000
C37 0.4238 5.1348 3.0935  0.000
C38 1.5754 2.3934 3.8541  0.000
H43 3.0407 6.2301 -0.4177  0.000
H44 1.8288 6.1149 0.8619  0.000
H45 1.3394 5.9802 -0.8189  0.000
H46 4.0211 3.8597 -1.9145  0.000
H47 2.4264 3.3189 -2.4562  0.000
H48 3.4572 2.2217 -1.5506  0.000
H49 4.7128 4.1637 0.9002  0.000
H50 4.0817 2.5889 1.3944  0.000
H51 3.5620 4.0522 2.2349  0.000
H52 -1.9861 1.3661 -1.9959  0.000
H53 -2.4073 2.7157 -3.0531  0.000
H54 -3.3325 2.4136 -1.5836  0.000
H55 0.2974 3.3917 -3.1875  0.000
H56 0.7390 4.8661 -2.3184  0.000
H57 -0.7702 4.7873 -3.2316  0.000
H58 -2.6311 4.6360 0.4943  0.000
H59 -2.6519 5.5136 -1.0437  0.000
H60 -1.2925 5.7094 0.0788  0.000
H61 -2.2359 3.4079 3.6012  0.000
H62 -1.1370 3.1000 4.9567  0.000
H63 -1.5887 1.7856 3.8748  0.000
H64 -0.2719 5.6805 2.4527  0.000
H65 1.4370 5.4355 2.8250  0.000
H66 0.2453 5.4403 4.1287  0.000
H67 1.2891 1.3542 4.0363  0.000
H68 1.7372 2.8752 4.8233  0.000
H69 2.5199 2.3822 3.3142  0.000

Forces on the atoms, in the same order (eV/Å):
Ti 0.024 -0.245 -0.149
C 0.016 -0.028 0.033
C 0.015 0.016 0.017
C -0.021 -0.009 -0.012
C 0.026 0.035 -0.017
C -0.089 0.030 0.037
C 0.021 -0.044 -0.157
N 0.073 0.040 0.086
C 0.134 0.005 0.136
C -0.006 0.011 -0.014
C -0.005 -0.024 0.032
C 0.019 -0.005 -0.008
C 0.101 0.011 -0.001
N 0.018 0.008 -0.042
C -0.047 -0.036 0.000
C 0.031 -0.002 -0.008
C -0.015 -0.005 0.027
C 0.034 -0.012 -0.001
C -0.055 0.043 0.025
C 0.040 -0.114 -0.029
N -0.001 0.107 -0.057
H -0.056 -0.009 0.018
H 0.009 -0.003 0.006
H -0.017 -0.001 -0.015
H 0.003 0.003 0.002
H -0.004 -0.003 0.004
H -0.003 0.005 0.006
H -0.006 0.000 -0.004
H -0.001 0.003 -0.003
H -0.014 0.000 0.005
H 0.007 -0.012 -0.003
H 0.007 -0.009 -0.005
H -0.001 0.006 0.003
H 0.028 0.001 -0.004
H 0.018 -0.040 0.002
H 0.006 -0.012 -0.027
C -0.012 0.007 -0.012
C 0.044 0.018 0.022
C -0.018 -0.005 0.010
C -0.003 0.073 0.016
O -0.045 -0.019 -0.112
P -0.183 0.231 -0.088
O -0.061 0.002 -0.004
O -0.054 -0.315 0.045
O 0.095 0.081 0.052
C -0.057 -0.055 -0.024
C 0.006 0.040 0.037
C 0.007 0.000 0.005
C -0.005 0.022 0.005
H -0.001 -0.004 -0.039
H -0.034 0.005 0.023
H 0.015 -0.028 -0.015
H 0.001 0.003 -0.002
H -0.005 0.003 -0.007
H -0.002 0.002 0.006
H -0.006 0.025 0.014
H 0.012 -0.010 -0.002
H 0.022 0.002 -0.026
H 0.000 -0.001 0.005
H -0.026 0.009 -0.010
H -0.002 -0.007 0.007
H 0.001 0.006 -0.016
H 0.008 0.002 0.007
H -0.020 -0.004 0.003
H 0.022 -0.027 -0.014
H 0.003 -0.012 0.007
H -0.001 0.000 0.002
C -0.019 0.012 0.026
C 0.101 0.051 0.012
C -0.042 0.025 -0.032
C -0.041 -0.021 0.013
N -0.070 -0.021 -0.027
H -0.004 -0.015 0.005
H 0.002 0.020 0.009
H -0.002 -0.006 -0.012
H 0.002 0.022 0.001
H -0.024 -0.015 0.017
H 0.068 -0.008 0.069
H -0.005 -0.012 -0.005
H 0.003 -0.010 0.003
H 0.001 0.012 -0.008
C -0.064 -0.007 0.030
Si -0.003 -0.052 -0.005
C -0.003 -0.027 0.000
C -0.028 0.029 -0.001
Sb 0.158 0.151 0.149
Si -0.090 0.066 0.047
C 0.055 -0.054 -0.017
C -0.021 0.041 -0.014
C 0.019 -0.026 0.023
Si -0.002 0.080 -0.022
C -0.010 0.063 -0.048
C 0.000 -0.022 -0.010
C -0.018 -0.009 0.003
H 0.023 -0.030 -0.006
H 0.019 0.024 -0.013
H 0.038 0.011 0.061
H 0.006 0.010 0.010
H 0.031 0.010 -0.006
H 0.024 -0.031 0.004
H -0.005 0.004 -0.007
H -0.021 -0.021 0.002
H 0.004 0.024 0.020
H -0.046 0.013 0.040
H 0.010 -0.014 -0.010
H 0.011 0.051 0.000
H -0.018 0.016 -0.022
H -0.041 -0.033 -0.047
H -0.022 -0.003 0.006
H 0.001 0.001 -0.004
H 0.003 -0.006 -0.012
H 0.010 0.017 -0.012
H 0.012 -0.012 0.017
H -0.012 0.037 -0.002
H -0.025 -0.079 -0.035
H 0.005 0.001 0.007
H 0.012 -0.001 0.018
H -0.002 -0.009 0.012
H 0.006 -0.002 -0.009
H -0.007 -0.007 0.009
H 0.026 0.011 -0.006

Record 3
DFT (ωB97M-V/def2-TZVPD) results for C4H8FNO2 in the gas phase.

Orbital gap = 9.548 eV
LUMO = 0.340 eV
Charge = 0
Structure (SMILES) = N[C@H]1[C@@H](O)[C@H](F)[C@H]1O

Each line ends with the Mulliken charge.
Positions of all 16 atoms, in Å:
C1 0.4108 -0.1840 -0.7415  -0.546
C2 -0.6055 0.9517 -0.2234  0.076
C3 -1.4853 -0.1075 0.4553  -0.027
C4 -0.3064 -1.1538 0.2294  -0.149
H1 2.2660 -0.6608 -1.2946  0.247
H2 2.4726 0.2193 -0.0619  0.228
H3 0.2517 -0.3134 -1.7216  0.534
H4 -1.0397 1.6231 -1.0620  0.345
H5 -0.5460 2.6567 1.1382  0.345
H6 -1.9229 0.3130 1.3302  0.424
H7 -0.7743 -1.8938 -0.5375  0.325
H8 1.1650 -0.9562 1.8580  0.380
N1 1.8268 0.0977 -0.8885  -0.606
O1 0.0545 1.6757 0.9432  -0.600
O2 0.6282 -1.6639 1.1738  -0.632
F1 -2.3954 -0.6040 -0.5970  -0.344

Forces on the atoms, in the same order (eV/Å):
C 0.074 3.260 3.289
C 1.658 1.255 -0.152
C 1.267 -0.805 -3.508
C 1.046 -0.348 -1.023
H 0.727 -1.953 -1.594
H -1.758 0.273 -0.566
H -1.846 -1.138 -3.514
H 0.579 -0.810 1.747
H 2.700 -4.662 -1.011
H -0.865 -0.693 0.759
H 0.967 0.007 2.485
H -2.851 -2.374 -3.441
N 0.823 1.690 3.012
O -3.484 3.599 -1.068
O 0.817 1.604 2.714
F 0.148 1.094 1.871

Record 4
DFT (ωB97M-V/def2-TZVPD) results for 2 unconnected molecules or ions with the total composition C6H7Cl3O3.

Orbital gap = 8.942 eV
LUMO = 0.494 eV
Charge = 0
Structure (SMILES) = O/C(Cl)=C(/O)Cl.C=C/C=C(\O)Cl

Each line ends with the Mulliken charge.
Positions of all 19 atoms, in Å:
C1 2.1726 -0.6851 -0.3295  0.030
C2 1.2426 -0.2432 -1.3512  -0.769
C3 2.3846 -0.0129 0.8411  -0.865
C4 0.4292 0.8350 -1.3028  0.712
C5 -1.3058 -0.5265 0.9682  0.552
C6 -2.4083 -0.0418 0.3903  0.321
O1 0.3072 1.6935 -0.2633  -0.566
O2 -0.5527 0.1240 1.8364  -0.561
O3 -3.3007 -0.8775 -0.1717  -0.552
Cl1 -0.5409 1.2066 -2.6866  -0.173
Cl2 -0.8750 -2.1589 0.6194  -0.255
Cl3 -3.0309 1.4797 0.7790  -0.164
H1 2.8364 -1.5208 -0.5371  0.350
H2 1.4114 -0.7806 -2.1883  0.489
H3 3.0175 -0.3360 1.6477  0.244
H4 1.8568 0.8906 1.0425  0.245
H5 -0.5691 1.9303 -0.3819  0.266
H6 -0.0742 0.8028 1.4280  0.377
H7 -3.0007 -1.7792 -0.3402  0.320

Forces on the atoms, in the same order (eV/Å):
C 0.891 1.578 2.594
C -0.006 2.179 2.471
C -0.335 -1.021 -1.332
C 1.612 -2.018 -0.828
C -0.513 0.390 -0.660
C 0.116 -2.280 1.084
O 2.181 -1.009 -0.353
O -0.598 -1.235 1.924
O -1.318 0.726 -1.252
Cl -0.196 0.210 0.080
Cl 0.231 -0.457 0.110
Cl -0.138 0.659 -0.134
H -0.488 -0.155 -0.123
H -0.441 -1.280 -3.052
H 0.413 -0.328 -0.155
H -0.135 0.390 0.106
H -3.192 1.760 0.342
H 1.367 1.615 -1.108
H 0.551 0.275 0.288